1.
Density functional theory data (ωB97M-V/def2-TZVPD) for C17H15AgN3S as an isolated structure.

As for the HOMO-LUMO gap: 7.291 eV. Its max |F| is 3.24 eV Å⁻¹. As for the charge: -1. The calculation puts the highest occupied orbital energy at -4.21 eV.

Each line ends with the natural charge from an NBO analysis.
CARTESIAN COORDINATES (ANGSTROEM)
Ag1 -1.22657 -0.15499 -1.60140  0.70
S1 -0.00954 -2.06121 -2.46559  -0.45
C1 1.63431 -1.72501 -1.97193  0.07
C2 2.40132 -2.77449 -1.49613  -0.30
C3 3.57083 -2.52532 -0.81570  -0.17
C4 4.03262 -1.20423 -0.78418  -0.32
C5 3.26018 -0.19988 -1.36832  0.03
N1 2.10714 -0.45552 -2.00195  -0.48
H1 2.02816 -3.78095 -1.46009  0.22
H2 4.16147 -3.32901 -0.38242  0.20
H3 4.86480 -0.85247 -0.30254  0.20
H4 3.52308 0.85271 -1.32470  0.18
C6 0.20447 1.40057 1.15511  -0.27
N2 -0.81723 1.50903 0.14327  -0.51
C7 -1.54583 2.52942 0.05284  0.14
C8 -2.53523 2.55344 -0.96886  -0.03
C9 -3.45568 3.57607 -1.35191  -0.30
C10 -4.20051 3.05096 -2.40084  -0.35
C11 -3.75982 1.76270 -2.66275  -0.07
N3 -2.74232 1.48052 -1.77850  -0.58
C12 0.20405 0.09234 1.86835  0.06
C13 -0.43072 -0.14361 3.08383  -0.24
C14 -0.49208 -1.45907 3.62255  -0.22
C15 0.14668 -2.54114 2.99440  -0.23
C16 0.66113 -2.33396 1.79387  -0.20
C17 0.67946 -1.06289 1.25695  -0.20
H5 0.07272 2.17623 1.97721  0.16
H6 1.14227 1.53152 0.60258  0.21
H7 -1.48516 3.34637 0.76649  0.15
H8 -3.46597 4.61092 -1.03617  0.19
H9 -4.99492 3.51513 -3.02051  0.19
H10 -4.12938 1.05245 -3.35540  0.19
H11 -0.91985 0.62355 3.67015  0.20
H12 -0.95006 -1.54807 4.60740  0.20
H13 0.24503 -3.48817 3.45719  0.20
H14 1.10965 -3.12355 1.19760  0.22
H15 1.11150 -0.90039 0.30015  0.22



2.
Density functional theory data (ωB97M-V/def2-TZVPD) for a 2-piece molecular cluster, C2H4O4 overall.

As for the HOMO-LUMO gap: 11.087 eV. As for the structure (SMILES): O=CO.O=CO. Its max |F| is 1.08 eV Å⁻¹. The energy above the lowest of the compared OMol25 structures with the same formula, charge and spin comes out at 15.4 kcal per mole. The calculation puts the highest occupied orbital energy at -10.54 eV.

Each line ends with the natural charge from an NBO analysis.
CARTESIAN COORDINATES (ANGSTROEM)
O1 0.44567 0.59994 0.68889  -0.59
C1 1.42454 0.87214 1.32861  0.66
O2 1.43625 1.81845 2.27909  -0.69
H1 2.34445 0.30351 1.13923  0.13
H2 0.62923 1.70196 2.79851  0.50
O3 -2.52512 -0.98336 -1.21815  -0.58
C2 -1.56895 -1.12575 -1.91437  0.65
O4 -0.30898 -1.18430 -1.48906  -0.70
H3 -1.59170 -1.23244 -3.00974  0.10
H4 -0.28539 -0.77015 -0.60301  0.51